Record 1
Formula: C53H36F40O9
Source: the Open Molecules 2025 dataset
Level of theory: ωB97M-V/def2-TZVPD

The geometry in XYZ format:
```
138
Properties=species:S:1:pos:R:3:lowdin_charge:R:1
C -1.522 1.665 -5.348 -0.053
C -2.716 1.805 -4.227 -0.294
C -3.523 0.461 -4.053 -0.248
F -3.799 -0.242 -5.254 0.033
F -3.066 -0.470 -3.211 0.087
F -2.284 2.242 -2.927 0.051
F -3.617 2.756 -4.579 0.105
O -0.640 0.729 -4.766 0.006
C 0.545 0.470 -5.577 -0.470
C 0.291 -0.601 -6.608 -0.343
F -0.876 -0.482 -7.240 0.117
F 1.325 -0.731 -7.413 0.146
F 1.163 1.664 -6.079 0.077
F 1.493 0.030 -4.851 0.207
H -1.020 2.622 -5.492 0.133
H -1.978 1.399 -6.302 0.132
H -4.549 0.627 -3.724 0.150
H 0.180 -1.556 -6.094 0.179
C 3.270 3.671 -1.226 0.008
C 2.146 3.572 -2.318 -0.476
C 0.979 4.508 -2.111 -0.217
F 0.146 4.100 -1.065 0.057
F 1.343 5.725 -1.569 0.049
F 2.722 3.905 -3.516 0.106
F 1.629 2.397 -2.571 0.144
O 4.450 2.839 -1.484 0.026
C 4.347 1.459 -1.589 -0.521
C 4.507 0.905 -3.129 -0.185
F 5.654 1.505 -3.697 0.040
F 4.511 -0.439 -3.378 0.071
F 5.382 1.126 -0.856 0.180
F 3.162 1.051 -1.073 0.126
H 2.991 3.429 -0.200 0.143
H 3.442 4.747 -1.185 0.140
H 0.522 4.773 -3.065 0.175
H 3.681 1.193 -3.780 0.139
C -0.937 0.933 -0.236 -0.058
C -0.901 1.532 1.160 -0.367
C 0.098 0.906 2.209 -0.249
F 0.287 1.587 3.375 0.077
F -0.054 -0.435 2.564 0.064
F -0.641 2.843 1.064 0.122
F -2.161 1.369 1.830 0.043
O -1.602 -0.324 -0.391 -0.002
C -0.861 -1.371 -1.072 -0.414
C -1.592 -2.713 -0.815 -0.328
F -2.863 -2.811 -1.178 0.134
F -0.968 -3.587 -1.580 0.106
F -0.739 -0.966 -2.366 0.138
F 0.354 -1.502 -0.421 0.113
H 0.065 0.802 -0.644 0.135
H -1.431 1.704 -0.826 0.129
H 1.006 1.112 1.643 0.154
H -1.426 -3.033 0.213 0.178
C 3.629 -4.382 7.357 0.010
C 4.825 -4.240 8.328 -0.555
C 5.670 -2.975 7.916 -0.439
F 5.966 -2.891 6.627 0.113
F 5.055 -1.941 8.206 0.193
F 4.574 -4.090 9.577 0.182
F 5.543 -5.326 8.315 0.165
O 2.569 -3.313 7.247 -0.003
C 2.371 -2.619 6.010 -0.524
C 1.167 -1.572 6.171 -0.259
F 0.933 -1.002 4.989 0.087
F -0.065 -2.022 6.554 0.078
F 3.537 -2.038 5.723 0.153
F 2.067 -3.461 5.053 0.179
H 2.966 -5.190 7.666 0.143
H 4.118 -4.707 6.439 0.141
H 6.605 -2.898 8.471 0.170
H 1.356 -0.766 6.879 0.167
C -5.119 0.520 1.802 -0.020
C -6.188 0.079 2.768 -0.510
C -5.748 0.341 4.243 -0.296
F -4.704 -0.487 4.546 0.084
F -5.642 1.631 4.594 0.108
F -7.187 0.824 2.479 0.168
F -6.649 -1.200 2.532 0.108
O -5.855 0.794 0.510 0.002
C -5.675 -0.225 -0.547 -0.512
C -6.906 -0.204 -1.510 -0.307
F -7.115 1.049 -1.825 0.124
F -6.702 -0.851 -2.675 0.098
F -4.528 0.088 -1.094 0.172
F -5.527 -1.407 0.008 0.165
H -4.326 -0.228 1.787 0.136
H -4.512 1.363 2.133 0.131
H -6.572 -0.004 4.867 0.164
H -7.859 -0.548 -1.108 0.176
C 6.587 -9.256 -4.180 -0.058
C 5.905 -10.335 -4.682 -0.073
C 4.582 -10.245 -4.875 -0.040
C 3.936 -9.038 -4.849 -0.039
C 4.775 -7.854 -4.618 -0.076
C 6.087 -7.971 -4.266 -0.014
C 4.156 -6.502 -4.512 -0.252
O 4.843 -5.526 -4.203 0.085
C 2.605 -6.514 -4.572 -0.065
C 1.979 -5.288 -4.192 0.022
C 0.528 -5.163 -4.213 -0.052
C -0.275 -6.255 -4.520 -0.074
C 0.369 -7.448 -4.804 -0.003
C 1.793 -7.616 -4.864 -0.078
C 2.446 -8.948 -5.090 -0.298
O 1.742 -9.781 -5.570 0.128
H 7.653 -9.222 -4.008 0.110
H 6.480 -11.240 -4.811 0.116
H 4.044 -11.064 -5.328 0.128
H 6.696 -7.116 -4.011 0.126
H 2.458 -4.469 -3.675 0.107
H 0.038 -4.262 -3.875 0.081
H -1.350 -6.230 -4.416 0.108
H -0.276 -8.281 -5.038 0.112
C -2.361 4.778 6.127 -0.083
C -2.477 5.862 6.816 -0.107
C -2.513 7.140 6.261 0.013
C -2.201 7.273 4.929 -0.083
C -2.141 6.104 4.166 -0.077
C -2.242 4.844 4.716 0.028
C -2.030 6.278 2.625 -0.219
O -1.950 5.286 1.890 0.073
C -1.977 7.706 2.087 -0.038
C -1.692 7.981 0.676 0.029
C -1.727 9.299 0.179 -0.078
C -1.806 10.347 1.068 -0.042
C -1.950 10.085 2.482 0.014
C -2.013 8.800 2.948 -0.135
C -2.145 8.684 4.398 -0.282
O -2.267 9.657 5.119 0.104
H -2.349 3.839 6.659 0.116
H -2.599 5.844 7.889 0.116
H -2.638 7.955 6.959 0.123
H -2.172 3.912 4.175 0.116
H -1.304 7.185 0.058 0.103
H -1.532 9.488 -0.866 0.103
H -1.795 11.343 0.651 0.101
H -1.920 10.934 3.149 0.117
```

Summary:
frontier orbital gap: 8.4220 eV
SMILES: FC(F)C(F)(F)COC(F)(F)C(F)F.FC(F)C(F)(F)COC(F)(F)C(F)F.FC(F)C(F)(F)COC(F)(F)C(F)F.FC(F)C(F)(F)COC(F)(F)C(F)F.FC(F)C(F)(F)COC(F)(F)C(F)F.O=C1c2ccccc2C(=O)c2ccccc21.O=C1c2ccccc2C(=O)c2ccccc21
highest occupied orbital energy: -9.43 eV
2S+1: 1


Record 2
Formula: C14H16B2Cl2F9N2O3
Source: the Open Molecules 2025 dataset
Level of theory: ωB97M-V/def2-TZVPD

The geometry in XYZ format:
```
48
Properties=species:S:1:pos:R:3:lowdin_charge:R:1
C 1.365 1.074 4.754 -0.103
C 0.798 2.326 3.884 -0.674
Cl -1.023 2.278 3.693 0.631
C 1.606 2.425 2.470 -0.568
Cl 2.582 4.009 2.590 0.610
C 0.609 2.435 1.189 -0.123
C 0.330 3.783 0.481 0.051
C -0.593 3.712 -0.761 0.073
C -1.211 2.345 -1.192 0.033
B -2.154 2.484 -2.544 -0.482
O -1.634 2.481 -3.885 0.109
O -3.574 2.594 -2.353 0.135
N -0.979 1.088 -0.487 0.009
C -1.646 -0.154 -0.951 -0.084
C -1.006 -0.800 -2.288 -0.012
C 0.487 -1.327 -2.137 -0.256
F 0.970 -1.526 -3.487 0.053
F 1.397 -0.352 -1.588 0.058
C 0.650 -2.755 -1.424 -0.199
F 2.025 -2.829 -1.005 0.075
F -0.124 -2.928 -0.245 0.074
C 0.416 -4.023 -2.381 -0.194
F 1.676 -4.285 -3.016 0.092
F -0.636 -3.877 -3.315 0.099
C 0.088 -5.391 -1.559 -0.300
F 0.975 -5.622 -0.496 0.129
F 0.205 -6.459 -2.506 0.096
F -1.285 -5.423 -1.155 0.087
C -0.070 1.133 0.661 0.058
B 0.346 -0.222 1.524 -0.529
N 1.711 -0.787 1.355 0.183
O -0.662 -0.783 2.401 0.062
H 2.291 1.366 5.375 0.103
H 0.562 0.784 5.531 0.095
H 1.600 0.156 4.121 0.060
H 1.048 3.257 4.520 0.093
H 2.418 1.610 2.375 0.105
H 0.729 4.804 0.779 0.102
H -0.818 4.690 -1.326 0.140
H -1.952 1.656 -4.336 0.123
H -3.698 2.563 -1.375 0.113
H -1.711 -1.002 -0.193 0.134
H -2.759 0.031 -1.223 0.161
H -1.073 -0.135 -3.210 0.131
H -1.661 -1.727 -2.520 0.156
H 2.038 -1.064 2.299 0.101
H 2.355 -0.047 1.039 0.085
H -1.012 -1.565 1.918 0.101
```

Summary:
total charge: +1
frontier orbital gap: 8.5183 eV
SMILES: C[C@H](Cl)[C@H](Cl)c1ccc(B(O)O)[n+](CCC(F)(F)C(F)(F)C(F)(F)C(F)(F)F)c1B(N)O
highest occupied orbital energy: -13.39 eV
2S+1: 1


Record 3
Formula: C2HBr2IO
Source: the Open Molecules 2025 dataset
Level of theory: ωB97M-V/def2-TZVPD

The geometry in XYZ format:
```
7
Properties=species:S:1:pos:R:3:lowdin_charge:R:1
C -0.208 -0.503 -0.586 -0.149
C -2.340 -0.365 -0.147 -1.727
O 0.093 -1.531 -1.012 0.082
Br -3.163 -1.634 -1.294 0.576
Br -2.316 -1.031 1.749 0.434
I -3.078 1.630 -0.120 0.698
H 0.387 0.340 -0.487 0.085
```

Summary:
frontier orbital gap: 8.4321 eV
highest occupied orbital energy: -9.01 eV
ΔE to the lowest compared entry with this formula, charge and spin: 206.4 kJ/mol
2S+1: 1


Record 4
Formula: C48H39ClCrF4N6OP
Source: the Open Molecules 2025 dataset
Level of theory: ωB97M-V/def2-TZVPD

The geometry in XYZ format:
```
101
Properties=species:S:1:pos:R:3:lowdin_charge:R:1
Cr 1.486 -0.608 0.471 0.548
C 0.222 2.106 3.279 -0.095
N 1.268 1.758 2.327 -0.275
C 1.405 2.857 1.386 -0.093
C 2.517 1.477 3.027 -0.180
C 3.514 0.663 2.190 -0.210
N 2.959 -0.619 1.803 -0.132
C 3.527 -1.760 2.233 -0.220
C 2.804 -2.980 2.139 -0.185
F 1.560 -2.954 1.550 0.007
C 3.273 -4.202 2.569 -0.229
F 2.489 -5.280 2.435 0.097
C 4.529 -4.334 3.132 0.062
C 5.290 -3.180 3.207 -0.222
F 6.525 -3.258 3.715 0.100
C 4.834 -1.951 2.765 -0.130
F 5.731 -0.935 2.798 0.061
H 0.424 3.070 3.766 0.096
H 0.143 1.346 4.051 0.070
H -0.731 2.172 2.756 0.092
H 2.261 2.694 0.739 0.038
H 1.535 3.824 1.893 0.100
H 0.507 2.914 0.776 0.082
H 2.281 0.892 3.916 0.118
H 3.017 2.404 3.353 0.132
H 4.413 0.585 2.796 0.116
H 3.771 1.224 1.282 0.055
H 4.906 -5.285 3.463 0.133
C -12.105 -1.155 1.244 -0.071
O -11.305 -1.109 0.081 -0.069
C -9.964 -1.066 0.204 -0.269
C -9.245 -1.065 -0.998 0.009
C -7.872 -1.036 -0.995 -0.022
C -7.164 -1.007 0.212 -0.163
C -7.885 -0.990 1.406 -0.009
C -9.263 -1.022 1.411 0.000
C -5.721 -0.998 0.257 -0.248
N -5.001 -0.907 1.357 0.192
C -3.705 -0.909 0.964 -0.161
C -3.628 -1.012 -0.435 -0.125
N -4.924 -1.077 -0.857 0.189
C -2.405 -1.087 -1.138 -0.058
C -2.254 -1.355 -2.507 0.035
C -0.975 -1.489 -3.009 -0.016
C 0.117 -1.287 -2.174 -0.129
N 0.019 -0.972 -0.884 0.007
C -1.232 -0.925 -0.353 -0.118
C -1.289 -0.827 1.064 -0.120
N -0.084 -0.807 1.698 0.011
C -0.098 -0.981 3.018 -0.108
C -1.261 -1.079 3.771 -0.015
C -2.494 -0.980 3.153 0.043
C -2.521 -0.881 1.758 -0.057
H -13.132 -1.226 0.886 0.098
H -11.997 -0.246 1.845 0.099
H -11.865 -2.031 1.853 0.099
H -9.803 -1.100 -1.920 0.123
H -7.359 -1.032 -1.945 0.103
H -7.334 -0.953 2.333 0.114
H -9.785 -1.021 2.355 0.108
H -5.245 -1.177 -1.805 0.152
H -3.119 -1.486 -3.138 0.121
H -0.810 -1.748 -4.042 0.120
H 1.115 -1.388 -2.577 0.090
H 0.868 -1.054 3.493 0.121
H -1.190 -1.229 4.837 0.121
H -3.422 -1.016 3.701 0.127
Cl 3.076 -2.176 -0.891 0.873
C 4.330 -1.422 -1.814 -0.581
C 5.352 -2.191 -2.343 -0.078
C 6.321 -1.580 -3.120 -0.053
C 6.267 -0.216 -3.359 -0.054
C 5.259 0.550 -2.804 -0.079
C 4.270 -0.045 -2.020 -0.364
P 2.917 0.907 -1.226 1.097
C 1.775 1.164 -2.634 -0.395
C 2.079 0.885 -3.961 -0.064
C 1.127 1.108 -4.942 -0.061
C -0.119 1.613 -4.610 -0.072
C -0.418 1.910 -3.289 -0.071
C 0.521 1.677 -2.305 -0.134
C 3.733 2.559 -1.202 -0.380
C 3.171 3.666 -1.834 -0.075
C 3.785 4.902 -1.749 -0.064
C 4.943 5.058 -1.009 -0.067
C 5.515 3.959 -0.385 -0.060
C 4.920 2.716 -0.484 -0.112
H 5.386 -3.252 -2.154 0.114
H 7.115 -2.173 -3.544 0.115
H 7.017 0.251 -3.976 0.113
H 5.232 1.616 -2.978 0.116
H 3.045 0.478 -4.231 0.106
H 1.361 0.887 -5.972 0.110
H -0.858 1.775 -5.379 0.109
H -1.382 2.318 -3.029 0.113
H 0.291 1.877 -1.265 0.095
H 2.263 3.561 -2.407 0.099
H 3.350 5.747 -2.259 0.110
H 5.411 6.026 -0.934 0.109
H 6.425 4.073 0.185 0.111
H 5.396 1.859 -0.020 0.113
```

Summary:
total charge: +1
frontier orbital gap (alpha / beta): 6.0209 / 6.1289 eV
highest occupied orbital energy (alpha / beta): -9.13 / -9.45 eV
ΔE to the lowest compared entry with this formula, charge and spin: 57.2 kJ/mol
2S+1: 5


| no. | molar mass (g mol⁻¹) | F_max (eV Å⁻¹) |
| --- | --- | --- |
| 1 | 1576.8 | 6.9 |
| 2 | 523.8 | 5.1 |
| 3 | 327.7 | 4.6 |
| 4 | 910.3 | 2.1 |